1.
{"formula": "C28H35AlN7PS", "method": "the ωB97M-V functional and the def2-TZVPD basis", "elements": ["Al", "C", "C", "N", "N", "C", "N", "S", "C", "C", "C", "C", "C", "N", "H", "H", "H", "H", "H", "H", "H", "H", "H", "C", "C", "N", "C", "N", "C", "C", "C", "N", "C", "H", "H", "H", "H", "H", "H", "H", "H", "H", "H", "H", "H", "H", "C", "P", "C", "C", "C", "C", "C", "C", "C", "C", "C", "C", "C", "C", "H", "H", "H", "H", "H", "H", "H", "H", "H", "H", "H", "H", "H"], "coordinates": [[-13.65137, -5.39473, 9.69924], [-16.90588, -5.17521, 12.38241], [-15.97408, -4.98017, 11.27041], [-14.85303, -5.62411, 11.28577], [-14.54536, -6.42883, 12.32223], [-13.45478, -7.12559, 12.14245], [-13.05778, -8.00766, 13.07396], [-12.48623, -7.08823, 10.66104], [-16.27784, -4.21775, 10.11628], [-17.42270, -3.55962, 9.84718], [-17.63925, -2.77708, 8.67161], [-16.52369, -2.71554, 7.75119], [-15.37150, -3.35578, 8.15287], [-15.25702, -4.17849, 9.22146], [-16.67941, -6.06075, 12.93136], [-17.92000, -5.24396, 11.99295], [-16.86114, -4.40159, 13.10890], [-13.63131, -8.09923, 13.94737], [-12.13286, -8.40217, 12.92620], [-18.16091, -3.62302, 10.62947], [-18.55208, -2.15987, 8.49652], [-16.55310, -2.04284, 6.85563], [-14.61125, -3.12297, 7.39118], [-14.93401, -9.62770, 6.78744], [-15.85889, -8.64900, 7.53904], [-15.10725, -7.42517, 7.88243], [-14.05523, -6.89596, 7.27906], [-13.44886, -5.84956, 7.85696], [-12.47075, -5.11471, 7.00451], [-11.66817, -6.16364, 6.09770], [-12.69192, -6.91330, 5.30540], [-13.69628, -7.50612, 6.12407], [-14.42375, -8.67086, 5.60049], [-15.65665, -10.32498, 6.30056], [-14.22477, -10.14259, 7.32740], [-16.38966, -8.97948, 8.46759], [-16.65907, -8.39378, 6.80687], [-15.27280, -6.90240, 8.75667], [-11.85158, -4.36536, 7.55461], [-13.03031, -4.48376, 6.28236], [-11.04540, -6.79293, 6.69695], [-11.00153, -5.55327, 5.46772], [-12.17109, -7.76981, 4.76117], [-13.23745, -6.29058, 4.60433], [-13.85773, -9.20079, 4.77058], [-15.34166, -8.36738, 5.10012], [-12.61452, -1.79862, 9.32614], [-12.27495, -3.39751, 10.16887], [-10.48287, -3.44689, 10.22500], [-9.68993, -4.52851, 9.74756], [-8.29940, -4.52511, 9.75284], [-7.71014, -3.35486, 10.13700], [-8.42360, -2.24962, 10.61958], [-9.82313, -2.30031, 10.72128], [-12.88546, -3.14030, 11.85305], [-12.38904, -3.97998, 12.87673], [-12.72374, -3.65110, 14.20832], [-13.76989, -2.72785, 14.41338], [-14.34686, -2.02342, 13.37039], [-13.83910, -2.17239, 12.08894], [-12.11071, -1.01968, 9.93052], [-13.69799, -1.65453, 9.34019], [-12.23339, -1.78402, 8.25370], [-10.25351, -5.38906, 9.43167], [-7.64845, -5.33261, 9.40225], [-6.61377, -3.26705, 9.98529], [-7.97184, -1.30967, 10.94459], [-10.24735, -1.44596, 11.16119], [-11.66202, -4.68939, 12.67127], [-12.43821, -4.16749, 15.12332], [-14.12181, -2.51150, 15.45085], [-15.15244, -1.31619, 13.51627], [-14.30691, -1.58673, 11.30531]], "forces_ev_per_angstrom": [[0.38, 0.73, -0.24], [-1.16, -0.12, -0.43], [0.35, -1.88, 2.26], [0.31, 0.20, -1.18], [-0.20, 0.08, 0.44], [0.41, -0.45, -0.52], [-0.73, 0.58, 0.47], [-0.03, -0.01, 0.27], [1.88, 0.51, -2.58], [-2.33, 1.63, -0.49], [1.70, -0.26, -0.36], [-2.55, 1.01, 1.76], [-0.07, -0.33, -1.26], [0.45, 1.17, -0.77], [0.20, -0.71, 0.12], [-0.16, 0.08, 0.19], [0.01, 1.07, 0.53], [1.18, 0.01, -1.24], [-0.54, -0.18, 0.58], [-0.47, 0.26, -0.15], [0.76, -0.90, 0.29], [0.10, -0.93, 0.96], [0.69, -1.09, 1.06], [-2.81, 2.24, -2.85], [-0.39, 0.11, 0.27], [-0.84, 0.82, 2.14], [0.43, -1.15, -1.35], [0.66, 0.24, -0.48], [0.14, -0.60, -1.24], [-0.55, 2.79, 0.87], [1.28, -1.39, -1.52], [-0.13, -0.03, 1.29], [-0.23, -1.65, 0.29], [0.86, 0.13, 0.36], [1.71, -0.83, 1.22], [0.81, -0.07, -0.78], [0.41, 0.02, 0.65], [-0.70, -1.15, -0.69], [-0.26, -1.13, -0.03], [0.11, -0.25, 0.27], [0.23, -0.56, 0.47], [-0.30, -0.44, -0.06], [-0.71, 1.23, 0.40], [0.48, 0.31, -0.58], [-0.13, 0.70, 1.45], [-0.06, 0.32, -0.09], [0.32, -0.21, -0.66], [-0.10, -0.16, -0.26], [1.43, 0.04, 0.16], [-1.31, 0.14, 0.49], [-0.68, 0.04, -0.33], [1.86, 1.56, 0.08], [-0.89, -0.20, 0.15], [1.87, -1.55, -0.91], [0.74, -0.63, -0.10], [-1.01, 2.67, 1.46], [-1.75, -0.13, -0.63], [0.08, 0.31, 1.04], [0.22, 0.10, -0.04], [-0.83, -0.13, 0.30], [-0.36, -0.28, -0.50], [0.23, 0.27, -0.17], [-0.41, -0.09, 1.44], [0.07, -0.41, -0.24], [-0.69, 0.11, 0.10], [-0.80, 0.01, 0.44], [0.31, -0.54, -0.19], [-1.12, 0.78, 0.38], [1.27, -1.35, -0.42], [0.62, -0.17, -0.59], [0.38, -0.35, -0.97], [0.03, -0.01, 0.27], [0.33, 0.01, -0.05]], "energy_ev": -66746.09821, "total_charge": 2, "homo_ev": -13.88, "homo_lumo_gap_ev": 7.270}

=====

2.
{"formula": "C28H35AsNO7RuS4", "method": "the ωB97M-V functional and the def2-TZVPD basis", "elements": ["Ru", "C", "C", "S", "C", "C", "S", "C", "C", "S", "H", "H", "H", "H", "H", "H", "H", "H", "H", "H", "H", "H", "O", "As", "O", "O", "C", "C", "C", "C", "C", "C", "S", "O", "O", "O", "H", "H", "H", "H", "H", "C", "C", "C", "O", "C", "H", "H", "H", "H", "H", "H", "H", "H", "C", "C", "C", "C", "C", "C", "N", "C", "C", "C", "C", "C", "C", "H", "H", "H", "H", "H", "H", "H", "H", "H", "H"], "coordinates": [[-0.40276, 0.32938, 0.12437], [-1.89843, 2.86294, 2.38567], [-3.14566, 2.57336, 1.53424], [-2.94596, 1.57466, 0.02857], [-2.98661, 2.89179, -1.24293], [-1.87434, 2.90912, -2.29795], [-0.18510, 2.59384, -1.75438], [0.21218, 4.10422, -0.84543], [-0.48347, 4.31384, 0.49347], [-0.31439, 2.85147, 1.54192], [-1.79178, 2.13034, 3.18448], [-2.01605, 3.83252, 2.87270], [-3.62990, 3.49851, 1.22213], [-3.85282, 2.02261, 2.14946], [-3.01308, 3.84171, -0.71816], [-3.93704, 2.80201, -1.77148], [-1.90306, 3.86779, -2.82099], [-2.05094, 2.14516, -3.05370], [0.02754, 4.95426, -1.50594], [1.29062, 4.04659, -0.69351], [-1.53481, 4.55424, 0.35740], [-0.02202, 5.17088, 0.98915], [-3.02376, -0.22863, 2.57535], [-1.40799, -0.50834, 3.20207], [-1.29874, 0.18085, 4.67073], [-0.32298, 0.22578, 2.09126], [-1.05798, -2.39179, 3.27821], [-0.78144, -2.85909, 4.56223], [-0.42739, -4.18497, 4.75826], [-0.34734, -5.04533, 3.67256], [-0.61624, -4.58175, 2.39433], [-0.96876, -3.25223, 2.18899], [-1.08332, -2.75883, 0.44961], [-1.84972, -1.38415, 0.56193], [-1.86259, -3.84407, -0.17863], [1.61081, -1.36836, 0.74039], [-3.07663, -0.76692, 1.75688], [-0.85499, -2.16932, 5.39431], [-0.21800, -4.54523, 5.75724], [-0.07299, -6.08251, 3.82065], [-0.57160, -5.24485, 1.53957], [4.35777, 1.42206, -0.47010], [4.15378, 1.40890, 1.05917], [2.69970, 1.83749, 1.24477], [2.04102, 1.50093, 0.01858], [2.97887, 1.78496, -1.02591], [4.66304, 0.44381, -0.82798], [5.11132, 2.14306, -0.78452], [4.82869, 2.09007, 1.57579], [4.32512, 0.41127, 1.46500], [2.63214, 2.92034, 1.40627], [2.16498, 1.33253, 2.04719], [2.93028, 2.85557, -1.26434], [2.68823, 1.21851, -1.90646], [-2.90195, -2.32305, -3.98115], [-3.08948, -1.08911, -3.37989], [-2.11778, -0.56928, -2.54001], [-0.94629, -1.26615, -2.28280], [-0.78653, -2.53386, -2.85050], [-1.74757, -3.04444, -3.70303], [0.01161, -0.73627, -1.36769], [1.35865, -1.15670, -1.57979], [1.91696, -1.22405, -2.85330], [3.20759, -1.68784, -3.05244], [3.96225, -2.11120, -1.96728], [3.43425, -2.02503, -0.68951], [2.15582, -1.52168, -0.49019], [-3.65589, -2.73152, -4.64098], [-3.99955, -0.52840, -3.55275], [-2.27642, 0.37882, -2.05378], [0.06878, -3.14066, -2.58942], [-1.60616, -4.03072, -4.12513], [1.32185, -0.91455, -3.70285], [3.60992, -1.73168, -4.05556], [4.96214, -2.49914, -2.11160], [4.01140, -2.34172, 0.17277], [2.22101, -1.60277, 1.44436]], "forces_ev_per_angstrom": [[-0.49, -0.47, 1.01], [-0.02, -0.01, -0.01], [-0.02, 0.09, 0.00], [0.04, 0.05, -0.06], [-0.02, -0.01, -0.06], [-0.02, -0.03, 0.01], [0.04, 0.00, -0.15], [0.04, 0.06, -0.06], [0.02, 0.07, -0.05], [-0.03, 0.01, -0.11], [0.02, -0.01, 0.01], [0.00, 0.00, 0.01], [0.00, 0.00, 0.00], [0.00, 0.00, 0.00], [-0.02, 0.01, 0.00], [-0.01, -0.02, 0.02], [0.01, 0.02, 0.03], [0.00, 0.00, -0.01], [0.01, 0.01, 0.02], [-0.01, -0.01, 0.01], [-0.02, -0.04, 0.01], [-0.02, 0.00, 0.02], [-0.08, -0.17, 0.01], [-0.28, 0.07, 0.06], [0.04, 0.03, -0.10], [0.15, -0.08, 0.06], [0.26, -0.02, -0.05], [-0.10, -0.05, 0.01], [-0.02, 0.01, 0.01], [0.00, -0.02, -0.01], [-0.09, 0.02, -0.02], [-0.14, 0.06, 0.14], [0.40, -0.04, -0.40], [0.54, -0.29, -0.17], [-0.41, 0.32, 0.26], [-0.10, 0.16, 0.05], [0.04, 0.11, 0.07], [0.02, 0.01, -0.01], [0.01, 0.01, -0.01], [-0.01, 0.01, 0.00], [0.00, -0.01, 0.01], [-0.01, -0.01, 0.02], [0.02, 0.00, 0.02], [-0.03, -0.09, -0.01], [0.17, 0.00, -0.04], [-0.08, 0.11, 0.06], [0.03, -0.05, -0.03], [-0.01, 0.02, 0.01], [0.01, -0.02, 0.00], [-0.04, -0.01, -0.02], [0.00, 0.00, 0.00], [0.03, 0.02, 0.01], [0.03, -0.01, -0.03], [0.00, -0.03, 0.01], [0.04, -0.04, -0.01], [0.01, 0.01, 0.03], [-0.03, 0.07, -0.12], [-0.02, -0.47, 0.47], [-0.02, 0.04, 0.01], [-0.04, 0.04, -0.02], [0.16, 0.56, -0.96], [-0.13, 0.10, 0.12], [0.00, 0.07, -0.04], [0.00, -0.02, 0.03], [0.02, 0.02, -0.05], [-0.04, 0.07, 0.09], [0.09, -0.13, -0.14], [0.00, 0.00, 0.01], [0.00, 0.00, -0.01], [0.02, -0.04, -0.03], [0.04, 0.03, -0.01], [-0.02, 0.00, 0.00], [-0.05, -0.01, 0.03], [0.02, -0.01, 0.01], [-0.01, 0.00, 0.01], [0.02, 0.00, -0.01], [0.10, -0.05, 0.06]], "energy_ev": -152185.88665, "spin_multiplicity": 2, "total_charge": 0, "de_lowest_ev": 2.6333, "homo_ev": [-7.54, -7.51], "homo_lumo_gap_ev": [6.612, 7.280]}

=====

3.
{"formula": "C28H35AsNO7RuS4", "method": "the ωB97M-V functional and the def2-TZVPD basis", "elements": ["Ru", "C", "C", "S", "C", "C", "S", "C", "C", "S", "H", "H", "H", "H", "H", "H", "H", "H", "H", "H", "H", "H", "O", "As", "O", "O", "C", "C", "C", "C", "C", "C", "S", "O", "O", "O", "H", "H", "H", "H", "H", "C", "C", "C", "O", "C", "H", "H", "H", "H", "H", "H", "H", "H", "C", "C", "C", "C", "C", "C", "N", "C", "C", "C", "C", "C", "C", "H", "H", "H", "H", "H", "H", "H", "H", "H", "H"], "coordinates": [[0.40852, -0.07248, -0.49062], [0.19993, 1.43898, -3.89875], [1.40164, 2.06863, -3.21508], [2.15364, 0.99934, -1.97547], [2.84687, -0.24256, -3.11178], [2.61096, -1.67565, -2.67608], [0.95210, -2.03582, -2.09564], [-0.10768, -1.72951, -3.57183], [-1.34125, -0.96489, -3.10271], [-0.97959, 0.81144, -2.66972], [0.47207, 0.66002, -4.60740], [-0.30766, 2.21686, -4.47052], [1.08231, 2.95943, -2.67979], [2.15558, 2.38807, -3.93628], [3.91717, -0.05461, -3.19931], [2.40439, -0.06491, -4.09074], [3.23436, -1.93207, -1.81656], [2.87961, -2.35815, -3.48333], [-0.45117, -2.69489, -3.94026], [0.47609, -1.25095, -4.35388], [-2.60679, -1.40348, -1.65312], [-2.19409, -0.95166, -3.77935], [-4.38481, 1.48515, -1.33313], [-3.44046, -0.02242, -0.84507], [-3.78051, -1.09314, -2.10515], [-1.67451, -1.58057, -1.91842], [-4.67413, -0.58759, 0.59305], [-6.02466, -0.82737, 0.36270], [-6.86462, -1.21893, 1.39302], [-6.35389, -1.38824, 2.67615], [-5.00453, -1.18992, 2.91924], [-4.18484, -0.79604, 1.87043], [-1.78196, -1.83127, 1.52844], [-2.51734, -2.44011, 0.43092], [-2.81926, -0.63628, 2.12603], [-0.65959, -0.89659, 1.04256], [-4.74553, 1.27197, -2.20465], [-6.40836, -0.70176, -0.64384], [-7.91634, -1.39492, 1.20309], [-7.00521, -1.69422, 3.48536], [-4.57667, -1.34179, 3.90216], [-0.97595, 3.28002, 2.04248], [-0.05268, 4.00026, 1.06693], [-0.03347, 3.03285, -0.10239], [-0.28237, 1.71789, 0.44314], [-0.54591, 1.84068, 1.88190], [-2.01579, 3.38929, 1.72806], [-0.87427, 3.62169, 3.07119], [0.94466, 4.10498, 1.49689], [-0.41395, 4.98300, 0.76796], [0.91901, 3.02093, -0.62538], [-0.85157, 3.23463, -0.80051], [0.36666, 1.60543, 2.42725], [-1.32351, 1.12343, 2.11945], [3.29457, 2.24407, 3.60689], [2.90158, 0.94844, 3.92183], [2.48163, 0.08364, 2.92729], [2.43081, 0.50335, 1.59511], [2.83639, 1.79720, 1.28374], [3.26719, 2.65838, 2.28541], [1.94855, -0.40746, 0.61274], [2.56730, -1.68175, 0.68272], [1.82353, -2.85954, 0.66619], [2.46477, -4.09196, 0.66454], [3.84803, -4.17031, 0.69566], [4.59471, -2.99782, 0.74654], [3.96442, -1.76601, 0.74543], [3.62435, 2.91940, 4.38521], [2.91639, 0.61177, 4.95038], [2.16723, -0.92249, 3.17407], [2.84379, 2.12493, 0.25700], [3.59419, 3.65738, 2.02387], [0.74464, -2.80820, 0.67846], [1.86784, -4.99476, 0.64876], [4.34182, -5.13295, 0.69667], [5.67591, -3.04248, 0.78403], [4.54968, -0.85497, 0.78578]], "forces_ev_per_angstrom": [[0.85, 0.25, -1.66], [-0.20, 0.05, -0.11], [-0.23, 0.06, -0.03], [-0.09, -0.05, 0.13], [0.02, -0.16, -0.10], [0.13, 0.07, 0.11], [-1.00, 0.28, 0.64], [0.07, 0.35, 0.01], [-0.02, -1.06, 0.92], [-0.05, 0.20, 0.59], [0.08, 0.01, 0.03], [-0.03, -0.04, -0.04], [0.01, 0.05, 0.05], [0.08, -0.11, 0.04], [-0.01, 0.05, 0.04], [-0.02, 0.01, 0.01], [0.02, 0.01, -0.03], [-0.05, -0.01, -0.01], [0.08, -0.06, 0.11], [0.01, -0.01, -0.05], [-1.36, -1.64, -1.71], [0.15, -0.06, -0.29], [-0.03, -0.26, -0.22], [-1.61, 2.87, 1.89], [-2.87, 0.83, 0.07], [5.90, -1.23, -1.07], [-0.14, -0.04, -0.11], [0.02, 0.13, -0.01], [-0.01, 0.00, 0.01], [0.01, -0.01, 0.00], [-0.02, 0.01, 0.00], [0.26, -0.05, 0.02], [0.13, -0.17, -0.16], [0.23, -0.01, 0.22], [-0.26, 0.19, 0.04], [-0.13, -0.29, -0.08], [-0.08, 0.05, 0.10], [-0.02, 0.00, 0.02], [0.01, -0.01, -0.01], [0.00, 0.01, 0.00], [0.00, 0.00, -0.01], [-0.02, 0.01, -0.01], [0.01, 0.01, 0.03], [-0.24, -0.05, -0.16], [0.43, 0.08, 0.58], [-0.38, -0.19, -0.04], [0.00, 0.01, 0.07], [0.00, 0.00, -0.01], [-0.01, 0.00, -0.01], [0.00, 0.00, 0.00], [0.08, 0.02, 0.00], [0.11, 0.00, -0.07], [-0.01, 0.06, 0.01], [0.04, -0.02, -0.01], [-0.01, 0.02, 0.02], [0.01, -0.01, 0.00], [-0.03, 0.01, 0.05], [-0.17, -0.06, -0.04], [0.03, -0.05, 0.04], [-0.01, -0.01, -0.02], [0.38, -0.09, 0.32], [-0.01, 0.01, -0.04], [-0.02, -0.05, 0.10], [0.01, 0.01, 0.01], [-0.01, 0.01, 0.01], [0.02, 0.01, 0.00], [0.01, -0.01, -0.05], [0.01, 0.00, 0.00], [0.00, 0.00, 0.00], [-0.02, 0.00, -0.01], [-0.02, 0.03, -0.05], [-0.01, 0.01, 0.00], [0.03, 0.02, -0.05], [0.00, 0.00, 0.00], [0.00, 0.00, -0.01], [0.00, -0.01, 0.01], [-0.01, 0.01, 0.00]], "energy_ev": -152185.00638, "spin_multiplicity": 2, "total_charge": 0, "de_lowest_ev": 3.5135, "homo_ev": [-6.70, -6.68], "homo_lumo_gap_ev": [6.461, 5.487]}